{"formula": "C16H14BF5N6Ti", "method": "ωB97M-V with the def2-TZVPD basis set", "orbital_gap_ev": [7.43, 8.13], "s2": 2.005, "multiplicity": 3, "relative_energy_kcal_mol": 22.0, "symbols": ["H", "N", "B", "N", "C", "Ti", "H", "C", "H", "C", "H", "C", "H", "H", "H", "N", "N", "N", "N", "C", "C", "H", "H", "C", "C", "C", "C", "H", "H", "H", "H", "H", "F", "C", "C", "C", "F", "C", "F", "C", "F", "C", "F"], "coordinates": [[1.22123, 3.10921, 0.29598], [0.49671, 1.53440, -0.95467], [-0.66466, 0.21917, -2.79093], [-0.14998, 1.52794, -2.15906], [0.01081, 2.71744, -2.76983], [1.81708, 0.54770, 0.12731], [-0.40874, 2.80927, -3.75812], [0.69387, 3.56095, -1.87373], [0.90692, 4.59187, -2.07155], [0.97945, 2.80447, -0.72768], [-0.67751, 0.34605, -4.00876], [-2.72549, -2.29979, 2.76818], [-2.19813, -3.26099, 2.79945], [-2.03083, -1.49892, 3.05209], [-3.09240, -2.11368, 1.75168], [-2.14471, -0.18166, -2.33496], [0.43127, -0.82256, -2.38660], [-2.54724, -0.36953, -0.97804], [1.15249, -0.81410, -1.20204], [-3.22619, -0.38276, -3.12245], [1.00790, -1.68077, -3.24317], [-3.19219, -0.32007, -4.20291], [0.65141, -1.66433, -4.27493], [-4.32304, -0.69317, -2.30614], [1.98793, -2.39277, -2.55981], [-3.83571, -0.69551, -0.97276], [2.03350, -1.87992, -1.24131], [-5.33172, -0.88907, -2.59059], [2.58705, -3.17894, -2.99925], [-4.37940, -0.92134, -0.04030], [2.48230, -2.22048, -0.32420], [-3.54185, -2.33332, 3.43527], [-0.50987, 0.38497, 3.71656], [0.84324, 0.45963, 3.57682], [1.46098, 0.55964, 2.29311], [2.84885, 0.77224, 2.40023], [3.61328, 0.87328, 1.15054], [3.60631, 0.81529, 3.57096], [4.94422, 0.94415, 3.44002], [2.97766, 0.63373, 4.80848], [3.70898, 0.57837, 5.95154], [1.58327, 0.47628, 4.78753], [0.93296, 0.34764, 5.96809]], "nbo_charge": [0.245, -0.348, 0.574, -0.285, 0.025, 1.198, 0.236, -0.325, 0.236, -0.090, -0.047, -0.850, 0.206, 0.222, 0.215, -0.375, -0.294, -0.290, -0.375, -0.019, 0.027, 0.211, 0.238, -0.374, -0.339, -0.049, -0.044, 0.218, 0.236, 0.212, 0.229, 0.206, -0.308, 0.321, -0.483, 0.214, -0.350, 0.274, -0.294, 0.267, -0.284, 0.313, -0.301]}